The following is a quantum chemistry calculation of a structure of composition C30H21N9NiS, from the OMol25 dataset.

XYZ file:
```
62
Properties=species:S:1:pos:R:3:forces:R:3
Ni 0.4013 -1.0114 0.2107 -0.01 -0.15 0.07
C -3.8596 -2.0800 0.6079 0.05 -0.01 -0.01
C -2.5106 -2.1466 0.2770 0.01 -0.04 0.00
N -1.6545 -1.2313 0.7118 -0.01 0.03 0.02
C -2.1309 -0.2317 1.4738 -0.10 -0.07 -0.06
C -3.4841 -0.1814 1.7858 0.11 0.04 0.00
N -4.3382 -1.1004 1.3583 -0.08 -0.03 0.00
C -1.1311 0.7732 1.9081 0.04 0.10 0.05
C -1.3692 1.8180 2.7797 0.01 -0.07 0.02
C -0.3275 2.6882 3.1216 0.00 -0.04 -0.04
C 0.9303 2.4440 2.5584 0.00 0.01 -0.07
C 1.0984 1.3809 1.6930 -0.07 0.04 0.06
N 0.0783 0.5795 1.3798 0.02 0.03 -0.03
C 2.3695 1.0007 1.0299 0.11 0.00 -0.07
C 3.5416 1.7446 1.0875 -0.12 -0.01 0.02
N 4.6458 1.3658 0.4595 0.08 0.01 -0.02
C 4.5990 0.2437 -0.2409 -0.04 -0.02 0.00
C 3.4354 -0.5140 -0.3176 0.02 -0.05 0.00
N 2.3333 -0.1393 0.3182 0.00 0.05 0.02
C -0.5476 3.8203 4.0500 -0.01 0.08 0.07
C -1.8300 4.2767 4.3467 -0.04 0.03 -0.04
C -1.9842 5.3447 5.2189 0.02 -0.09 -0.08
N -0.9645 5.9617 5.7990 -0.03 0.16 0.14
C 0.2589 5.5317 5.5246 0.02 -0.09 -0.08
C 0.5183 4.4765 4.6618 0.03 -0.02 0.05
H -4.5563 -2.8307 0.2577 0.00 0.00 0.00
H -2.1190 -2.9448 -0.3409 0.00 0.00 0.00
H -3.8962 0.6183 2.3876 0.01 0.01 0.01
H -2.3475 1.9426 3.2161 0.00 0.01 0.02
H 1.7638 3.0886 2.7879 0.00 0.02 0.00
H 3.5961 2.6721 1.6428 -0.01 0.00 0.01
H 5.4997 -0.0657 -0.7552 0.00 0.00 0.00
H 3.3945 -1.4297 -0.8936 -0.01 0.00 0.01
H -2.7184 3.8511 3.9021 0.02 -0.03 -0.04
H -2.9734 5.7180 5.4540 -0.01 0.00 0.00
H 1.0752 6.0479 6.0149 0.01 0.00 0.00
H 1.5476 4.1816 4.5154 0.00 -0.05 -0.02
N 0.5232 -2.1046 -3.7849 0.16 -0.09 0.05
C -0.1228 -1.1712 -4.6410 -0.12 0.13 -0.13
C -0.4738 -1.5455 -5.9260 0.02 -0.02 0.09
C -1.1227 -0.6381 -6.7515 -0.02 0.03 -0.02
C -1.4495 0.6230 -6.2810 0.00 -0.02 -0.04
C -1.1211 0.9877 -4.9825 0.02 -0.04 0.08
C -0.4370 0.0966 -4.1715 -0.03 -0.06 -0.09
S 0.1086 0.5896 -2.5650 0.07 0.08 0.00
N 0.2311 -0.9285 -1.7922 -0.04 0.01 0.03
C 0.4927 -2.0121 -2.4442 -0.05 0.09 0.14
C 0.7792 -3.2133 -1.6020 0.01 -0.09 -0.06
C 0.9575 -4.4865 -2.1081 0.01 -0.03 0.02
C 1.2368 -5.5304 -1.2310 -0.01 0.06 0.00
C 1.3183 -5.2659 0.1223 0.00 0.02 -0.01
C 1.1117 -3.9642 0.5549 0.01 -0.04 0.12
N 0.8520 -2.9622 -0.2798 -0.04 0.10 -0.20
H 0.7836 -2.9814 -4.2046 -0.01 0.01 0.02
H -0.2367 -2.5393 -6.2865 0.00 -0.01 0.00
H -1.3784 -0.9260 -7.7612 0.00 0.00 -0.01
H -1.9619 1.3276 -6.9204 0.00 0.00 -0.01
H -1.3802 1.9701 -4.6099 0.00 0.01 0.02
H 0.8746 -4.6948 -3.1651 0.00 0.01 -0.01
H 1.3829 -6.5334 -1.6076 0.00 0.00 -0.01
H 1.5319 -6.0454 0.8387 0.00 0.00 0.01
H 1.1559 -3.7150 1.6080 0.01 -0.01 0.00
```
Forces are in eV/Å.

Results
* <S²>: 2.006
* 2S+1: 3
* ΔE to the lowest compared entry with this formula, charge and spin: 6.9 kJ/mol
* total charge: +2